DFT (ωB97M-V/def2-TZVPD) results for a structure of composition C16H48FO8S8Tl in a non-equilibrium geometry.

```
82
Properties=species:S:1:pos:R:3:mulliken_charge:R:1
Tl -0.76 0.36 -0.64 1.7703
F -1.90 2.57 -2.06 -0.5744
C 2.69 -2.94 -2.88 -0.9756
S 2.37 -2.06 -1.36 0.8727
O 0.83 -1.96 -1.34 -0.6032
C 2.90 -3.33 -0.07 -0.9523
H 2.22 -2.38 -3.68 0.0959
H 2.29 -3.95 -2.93 0.3789
H 3.76 -2.94 -3.09 0.4656
H 2.39 -4.19 -0.49 0.3840
H 2.47 -3.06 0.89 0.0909
H 3.99 -3.44 -0.04 0.4285
C -0.50 -2.18 -4.56 -0.4465
S -0.38 -0.30 -4.52 0.2399
O 0.39 0.08 -3.28 -0.3095
C 0.54 0.00 -6.07 -1.0326
H 0.05 -2.49 -3.68 -0.3785
H 0.05 -2.71 -5.34 0.4957
H -1.51 -2.57 -4.39 0.4533
H 0.53 0.99 -6.54 0.3668
H 0.20 -0.72 -6.82 0.4315
H 1.54 -0.40 -5.90 0.3192
C 3.17 1.71 2.40 -1.1480
S 1.86 0.48 2.49 0.7719
O 1.59 -0.02 1.07 -0.5129
C 2.90 -0.99 3.13 -1.2092
H 2.91 2.48 1.67 0.3353
H 4.07 1.19 2.07 0.3213
H 3.38 2.13 3.39 0.4268
H 2.21 -1.80 3.40 0.2779
H 3.41 -0.64 4.02 0.4709
H 3.67 -1.29 2.42 0.3511
C -0.83 -4.87 1.34 -0.6934
S -1.67 -3.77 0.15 0.3463
O -1.14 -2.35 0.33 -0.4019
C -1.03 -4.44 -1.40 -0.1972
H -0.74 -4.47 2.35 0.2465
H 0.16 -5.00 0.89 0.1140
H -1.28 -5.86 1.44 0.4040
H 0.06 -4.38 -1.35 -0.2191
H -1.32 -3.78 -2.21 -0.0387
H -1.42 -5.44 -1.57 0.5190
C -5.44 1.94 -0.91 -1.0311
S -4.81 1.33 0.76 0.4159
O -3.27 1.29 0.65 -0.4166
C -5.45 2.80 1.67 -0.9846
H -6.47 2.28 -0.76 0.4368
H -5.33 1.18 -1.68 0.3334
H -4.87 2.78 -1.29 0.3029
H -6.54 2.68 1.64 0.4855
H -5.22 3.75 1.17 0.2683
H -5.14 2.80 2.71 0.2721
C -2.28 4.82 1.39 -1.2055
S -1.64 3.30 2.15 0.8337
O -0.62 2.60 1.23 -0.6910
C -0.54 4.14 3.40 -1.2473
H -1.54 5.61 1.31 0.3945
H -3.14 5.33 1.84 0.3929
H -2.59 4.52 0.39 0.3268
H -1.07 4.82 4.05 0.4061
H 0.14 4.71 2.77 0.3991
H 0.13 3.42 3.87 0.2913
C 3.31 2.32 -3.58 -0.8552
S 3.05 2.22 -1.81 0.2846
O 1.86 1.31 -1.48 -0.4317
C 4.60 1.20 -1.42 -0.6135
H 4.03 3.07 -3.90 0.4184
H 2.35 2.53 -4.06 0.2964
H 3.49 1.29 -3.89 0.2079
H 4.78 1.06 -0.35 0.1478
H 5.52 1.63 -1.80 0.4535
H 4.48 0.24 -1.93 0.0552
C -2.39 0.62 4.35 -0.5533
S -2.18 -0.75 3.19 0.3129
O -1.40 -0.22 2.00 0.0427
C -0.92 -1.52 4.19 -0.7995
H -1.42 1.12 4.30 0.0521
H -2.52 0.28 5.38 0.4675
H -3.16 1.28 3.96 0.0423
H -0.17 -0.82 4.58 0.2761
H -0.41 -2.28 3.59 -0.0092
H -1.31 -1.96 5.10 0.5362
```

Output
Max |F|: 0.043 hartree/bohr
Relative energy (zero: lowest compared OMol25 entry of this formula, charge and spin): 241.3 kJ/mol
Kohn-Sham gap: 0.141 Eh
LUMO level: -9.36 eV
Total charge: +2


DFT (ωB97M-V/def2-TZVPD) results for the ion C5H9ClN3 with charge +1 in a non-equilibrium geometry.

```
18
Properties=species:S:1:pos:R:3:mulliken_charge:R:1
C -2.58 1.46 -1.45 -0.9380
C -1.27 1.69 -0.71 0.5302
Cl -0.66 3.24 -0.30 -0.1382
N -0.69 0.58 -0.32 -0.3169
C 0.30 -0.39 0.11 0.0376
C -0.06 -1.82 0.75 -0.3869
N 1.29 -1.73 1.31 0.0058
C 1.64 -0.62 0.86 0.1765
N 2.80 0.03 0.75 -0.3809
H -2.55 1.78 -2.41 0.3256
H -3.53 1.87 -1.00 0.2849
H -2.70 0.38 -1.50 0.2924
H 0.88 -0.41 -0.86 0.2642
H -0.93 -1.85 1.38 0.3276
H -0.05 -2.60 0.00 0.2528
H 1.81 -2.41 1.83 0.1773
H 2.64 0.95 0.36 0.2560
H 3.65 -0.17 1.19 0.2299
```

Output
Max |F|: 0.096 hartree/bohr
Relative energy (zero: lowest compared OMol25 entry of this formula, charge and spin): 299.5 kJ/mol
Kohn-Sham gap: 0.362 Eh
LUMO level: -3.08 eV
SMILES: C/C(Cl)=N/[C@@H]1CNC1=[NH2+]
Total charge: +1


DFT (ωB97M-V/def2-TZVPD) results for a cluster of 19 separate species, C39H92BBrClNO23 in total in a non-equilibrium geometry.

```
158
Properties=species:S:1:pos:R:3:mulliken_charge:R:1
C 4.08 -1.18 2.13 -0.9736
C 2.91 -0.24 2.07 1.4309
C 1.65 -0.81 2.10 -1.4638
C 0.56 0.00 2.05 0.2675
C 0.65 1.37 1.99 0.2862
C 1.90 1.95 1.95 -1.3197
C 3.00 1.13 1.98 1.0877
C 4.36 1.79 1.89 -0.6652
C 4.85 1.64 0.40 -0.2657
C 4.89 2.96 -0.33 -0.0059
O 4.10 3.22 -1.21 -0.4938
O 5.88 3.88 0.00 -0.4649
C -0.63 2.14 1.94 -0.4395
O -0.79 3.18 2.57 -0.6318
C -1.70 1.50 1.09 0.8756
C -2.53 2.26 0.29 0.3001
C -2.41 3.76 0.23 -0.6079
C -2.72 4.33 -1.18 -0.4543
C -2.11 5.75 -1.25 -0.0964
Cl -0.74 5.83 -2.40 -0.2132
C -3.45 1.58 -0.46 0.0351
C -3.50 0.23 -0.42 -0.7422
Br -4.78 -0.69 -1.51 -0.1910
C -2.68 -0.55 0.35 -0.1006
B -2.75 -2.14 0.35 0.9370
N -3.48 -2.95 1.30 -0.2866
O -2.01 -2.79 -0.63 -0.1379
C -1.78 0.12 1.13 0.1634
C -0.82 -0.59 2.04 -0.2543
O -1.12 -1.53 2.75 -0.5997
H 3.74 -2.10 2.64 0.2253
H 4.90 -0.79 2.73 -0.0009
H 4.44 -1.45 1.13 0.3017
H 1.49 -1.88 2.16 0.7199
H 1.97 3.03 1.87 0.5451
H 5.09 1.33 2.56 -0.4174
H 4.22 2.86 2.09 0.7222
H 4.13 1.03 -0.14 0.3173
H 5.81 1.12 0.37 0.4774
H 5.42 4.58 0.50 0.3666
H -1.38 4.05 0.44 0.4784
H -3.05 4.27 0.95 0.2255
H -2.25 3.73 -1.96 0.1416
H -3.79 4.46 -1.33 0.2466
H -2.87 6.49 -1.51 0.0363
H -1.71 6.04 -0.28 0.3648
H -4.13 2.13 -1.10 0.2981
H -4.24 -2.45 1.75 0.1049
H -2.80 -3.26 1.99 0.1712
H -2.56 -3.44 -1.07 0.0731
C 6.79 0.88 5.45 -0.7323
O 6.42 0.42 4.16 -0.3714
H 6.03 0.55 6.16 0.2552
H 7.76 0.46 5.74 0.2455
H 6.84 1.97 5.47 0.2918
H 7.11 0.72 3.54 0.2252
C 4.20 -5.32 3.93 -0.1931
O 4.32 -3.95 4.28 -0.4400
H 3.81 -5.35 2.91 -0.0314
H 5.17 -5.82 3.98 0.2361
H 3.49 -5.83 4.60 0.2580
H 4.64 -3.89 5.18 0.2571
C 9.59 -0.74 2.71 -0.6326
O 9.15 0.61 2.94 -0.5406
H 9.52 -1.29 3.64 0.2252
H 8.96 -1.22 1.96 0.2931
H 10.63 -0.73 2.37 0.3426
H 9.21 1.08 2.11 0.2726
C -7.47 -0.66 1.72 -0.6359
O -6.15 -1.07 2.07 -0.4915
H -8.06 -1.56 1.54 0.2570
H -7.93 -0.09 2.53 0.2266
H -7.45 -0.05 0.81 0.2777
H -5.64 -0.27 2.23 0.1894
C 1.21 -5.21 0.89 -0.4711
O 2.58 -5.30 1.30 -0.5348
H 0.65 -4.79 1.72 0.2145
H 1.12 -4.56 0.03 0.1590
H 0.82 -6.20 0.66 0.3512
H 3.08 -5.68 0.57 0.2489
C -5.22 -4.06 4.44 -0.4014
O -5.67 -2.73 4.66 -0.5512
H -5.29 -4.61 5.38 0.2308
H -5.84 -4.55 3.69 0.3029
H -4.18 -4.06 4.11 0.0962
H -5.59 -2.26 3.82 0.3624
C -0.98 2.20 6.09 -0.6287
O -1.81 1.72 5.04 -0.4969
H -1.32 1.76 7.02 0.2490
H 0.06 1.92 5.91 0.2374
H -1.05 3.29 6.16 0.2616
H -1.50 2.12 4.22 0.2401
C -3.80 1.59 -5.32 -0.6855
O -3.57 1.40 -3.92 -0.3176
H -4.15 2.61 -5.48 0.2600
H -2.87 1.44 -5.86 0.2740
H -4.56 0.89 -5.67 0.2724
H -3.27 0.50 -3.80 0.1916
C 10.49 -4.66 2.55 -0.5610
O 9.31 -3.96 2.95 -0.4201
H 11.10 -3.97 1.97 0.1985
H 11.06 -4.99 3.42 0.2886
H 10.24 -5.52 1.93 0.2577
H 8.78 -4.58 3.46 0.2555
C -9.30 -1.48 5.02 -0.4855
O -8.18 -1.84 5.80 -0.4962
H -10.17 -1.44 5.67 0.2728
H -9.15 -0.49 4.57 0.1801
H -9.48 -2.22 4.23 0.2237
H -7.40 -1.88 5.21 0.3404
C -0.98 3.69 -5.22 -0.3151
O -1.32 3.27 -6.54 -0.5033
H -1.76 3.35 -4.54 -0.0451
H -0.02 3.26 -4.92 0.2861
H -0.92 4.78 -5.18 0.3070
H -0.62 3.58 -7.13 0.2740
C -3.80 -2.04 -7.23 -0.3018
O -5.01 -1.37 -6.85 -0.4886
H -3.18 -1.33 -7.76 0.0480
H -3.27 -2.39 -6.34 0.1720
H -4.03 -2.88 -7.89 0.2929
H -5.55 -2.01 -6.38 0.2747
C -5.93 7.81 -2.76 -0.5843
O -4.58 7.53 -2.41 -0.4610
H -6.47 6.87 -2.83 0.2215
H -6.40 8.44 -2.00 0.2709
H -5.98 8.32 -3.73 0.2489
H -4.11 8.36 -2.35 0.2513
C -1.18 -5.11 -2.73 -0.6109
O -0.19 -4.59 -1.85 -0.4909
H -0.93 -6.15 -2.94 0.2651
H -2.17 -5.07 -2.26 0.2005
H -1.20 -4.55 -3.66 0.2492
H -0.42 -3.68 -1.67 0.3538
C 5.37 4.85 -4.15 -0.4114
O 4.20 5.55 -3.76 -0.4859
H 6.01 5.54 -4.70 0.2774
H 5.89 4.48 -3.27 0.1842
H 5.10 4.02 -4.81 0.1114
H 3.64 4.93 -3.28 0.2965
C -2.42 0.49 -10.12 -0.5557
O -2.75 -0.85 -10.46 -0.5108
H -1.68 0.46 -9.32 0.1881
H -1.99 1.01 -10.98 0.3332
H -3.30 1.03 -9.77 0.2676
H -3.40 -0.82 -11.17 0.2926
C 4.62 2.76 -7.72 -0.5385
O 3.94 4.00 -7.59 -0.4829
H 4.66 2.51 -8.78 0.2495
H 5.63 2.83 -7.33 0.2431
H 4.07 1.96 -7.20 0.2494
H 3.90 4.20 -6.65 0.3052
C -3.15 -6.82 6.95 -0.5279
O -3.51 -7.30 5.66 -0.4988
H -3.91 -7.13 7.65 0.2180
H -2.19 -7.23 7.26 0.2745
H -3.10 -5.72 6.95 0.2399
H -2.83 -7.01 5.05 0.2898
```

Output
Max |F|: 0.041 hartree/bohr
Relative energy (zero: lowest compared OMol25 entry of this formula, charge and spin): 48.8 kJ/mol
Kohn-Sham gap: 0.317 Eh
LUMO level: -0.59 eV
Total charge: 0


DFT (ωB97M-V/def2-TZVPD) results for a cluster of 3 separate species, H6O3 in total in a non-equilibrium geometry.

```
9
Properties=species:S:1:pos:R:3:mulliken_charge:R:1
O -1.68 -0.21 -1.40 -0.6429
H -0.91 0.28 -1.07 0.3278
H -2.34 0.42 -1.07 0.3096
O 0.69 1.88 0.32 -0.6314
H 0.69 1.92 1.28 0.3169
H 1.60 1.74 0.04 0.3169
O 0.70 -1.73 0.83 -0.6240
H 0.78 -2.62 1.17 0.3008
H 0.47 -1.68 -0.10 0.3263
```

Output
Max |F|: 0.023 hartree/bohr
Relative energy (zero: lowest compared OMol25 entry of this formula, charge and spin): 53.5 kJ/mol
Kohn-Sham gap: 0.444 Eh
LUMO level: 0.77 eV
SMILES: O.O.O
Total charge: 0


DFT (ωB97M-V/def2-TZVPD) results for a cluster of 2 separate species, C3H7ClSi in total in a non-equilibrium geometry.

```
12
Properties=species:S:1:pos:R:3:mulliken_charge:R:1
C 0.88 0.02 -0.59 -0.4469
C 1.28 -0.32 0.80 -0.5319
C 2.30 0.17 -0.14 -0.0426
Si -2.93 1.04 -1.33 0.1587
Cl 3.03 1.73 0.16 -0.2160
H 0.67 -0.83 -1.17 0.2102
H 0.24 0.79 -0.93 0.1771
H 0.94 0.38 1.59 0.2368
H 2.99 -0.44 -0.62 0.3525
H 1.09 -1.35 1.13 0.2110
H -3.67 2.38 -1.46 -0.0551
H -4.27 0.21 -1.44 -0.0537
```

Output
Max |F|: 0.048 hartree/bohr
Relative energy (zero: lowest compared OMol25 entry of this formula, charge and spin): 375.9 kJ/mol
Kohn-Sham gap: 0.288 Eh
LUMO level: -1.24 eV
Total charge: 0


DFT (ωB97M-V/def2-TZVPD) results for a structure of composition C14H34CdN4O6 in a non-equilibrium geometry.

```
59
Properties=species:S:1:pos:R:3:mulliken_charge:R:1
Cd -0.73 0.42 -0.68 2.5724
C -0.75 3.27 -2.67 -0.9164
O -0.95 2.08 -2.03 -0.6455
H 0.29 3.68 -2.56 0.1778
H -0.87 3.14 -3.76 0.2074
H -1.41 4.08 -2.31 0.2447
C -3.49 -1.59 -0.46 -0.9599
O -2.54 -0.66 -0.65 -0.5730
H -4.38 -1.17 0.07 0.2619
H -3.90 -2.00 -1.41 0.2461
H -3.26 -2.49 0.17 0.1517
C -1.61 3.00 3.02 -1.2305
C -1.34 1.68 2.35 0.5715
O -0.98 1.67 1.18 -0.7149
N -1.56 0.53 3.02 0.1298
C -1.76 0.36 4.44 -1.0041
H -2.26 3.57 2.36 0.3132
H -0.71 3.61 3.05 0.2484
H -2.09 2.94 3.99 0.4433
H -1.59 -0.32 2.49 -0.0292
H -1.41 1.23 5.00 0.4083
H -1.26 -0.53 4.82 0.2221
H -2.83 0.29 4.68 0.3284
C 2.40 2.82 0.70 -1.0131
C 2.38 1.72 -0.35 0.6624
O 1.43 0.97 -0.46 -0.6068
N 3.51 1.52 -1.05 -0.2087
C 3.67 0.48 -2.04 -0.7360
H 1.91 2.38 1.57 0.1135
H 1.87 3.68 0.30 0.2593
H 3.42 3.03 1.02 0.4160
H 4.20 2.26 -1.06 0.2366
H 2.75 -0.10 -2.05 0.0717
H 4.54 -0.13 -1.83 0.3031
H 3.75 0.94 -3.03 0.3393
C -0.61 -3.27 1.87 -1.1738
C 0.25 -2.04 1.70 0.2397
O 0.01 -1.24 0.81 -0.3140
N 1.26 -1.83 2.57 -0.0557
C 1.45 -2.56 3.82 -1.0787
H -0.14 -4.17 2.26 0.4191
H -1.05 -3.46 0.89 0.2224
H -1.42 -3.01 2.56 0.3135
H 1.85 -1.03 2.43 0.2970
H 2.04 -1.95 4.49 0.3781
H 1.95 -3.52 3.70 0.2980
H 0.50 -2.71 4.35 0.3194
C -0.22 -3.09 -3.30 -1.2195
C -0.04 -1.60 -3.29 0.6905
O 0.19 -0.98 -2.26 -0.5681
N -0.09 -0.96 -4.49 -0.1971
C 0.20 0.45 -4.65 -0.7193
H 0.53 -3.59 -2.70 0.2694
H -0.16 -3.45 -4.33 0.4125
H -1.24 -3.29 -2.97 0.2389
H -0.54 -1.45 -5.24 0.2021
H 0.74 0.61 -5.58 0.3340
H 0.84 0.77 -3.83 0.0908
H -0.72 1.04 -4.64 0.3099
```

Output
Max |F|: 0.030 hartree/bohr
Relative energy (zero: lowest compared OMol25 entry of this formula, charge and spin): 0.0 kJ/mol
Kohn-Sham gap: 0.244 Eh
LUMO level: 0.32 eV
Total charge: 0


- Number 5 is which compound?
  C3H7ClSi